Entry 1:
DFT (ωB97M-V/def2-TZVPD) results for a structure of composition C5H40N2O14 in a non-equilibrium geometry.

Geometry as XYZ:
```
61
Properties=species:S:1:pos:R:3:forces:R:3
N 2.827 -0.488 -1.161 -0.37 -0.18 -1.27
C 1.699 -0.769 -2.152 0.90 -1.28 0.75
C 1.724 -2.298 -2.509 -0.57 1.12 1.18
O 1.366 -3.086 -1.366 0.07 -0.36 -0.02
C 0.361 -0.320 -1.555 1.44 0.39 0.64
N -0.021 0.983 -2.140 3.06 2.31 8.15
C -1.358 1.327 -1.628 -1.13 1.25 1.46
C -1.890 2.632 -2.254 1.71 1.69 0.05
H 3.647 -0.407 -1.762 0.18 0.13 0.32
H 3.013 -1.346 -0.647 0.00 0.25 0.36
H 2.009 -0.280 -3.076 -0.56 0.43 0.01
H 0.943 -2.595 -3.213 0.44 0.39 -0.42
H 2.747 -2.490 -2.844 -0.15 -0.50 -0.19
H 1.741 -2.762 -0.541 0.13 0.14 -0.01
H -0.312 -1.174 -1.665 -0.61 0.91 -0.32
H 0.463 -0.136 -0.479 0.16 -0.54 -0.21
H 0.688 1.658 -1.874 0.04 0.26 0.39
H -1.994 0.489 -1.892 0.15 0.42 1.10
H -1.389 1.499 -0.541 0.37 -0.38 -0.21
H -2.048 3.460 -1.545 0.36 -0.64 0.17
H -0.990 2.957 -2.809 -0.75 0.39 -0.46
H -2.782 2.747 -2.871 0.10 -1.06 -0.31
H -4.132 2.051 -0.335 -0.11 -0.06 -0.03
H -3.672 3.481 0.010 -0.08 -0.21 -0.08
O -3.498 2.548 0.188 -0.17 0.26 0.38
H -2.632 2.834 2.121 -0.46 0.04 -0.25
H -1.587 1.756 2.217 -0.16 0.27 -0.37
O -1.769 2.667 2.493 0.52 -0.40 0.25
H -1.489 -4.007 -1.362 -0.67 -0.06 -0.06
H -0.437 -3.234 -0.752 -0.17 0.45 0.32
O -1.400 -3.375 -0.636 0.69 -0.23 -1.43
H -1.652 0.934 -3.520 -0.06 -0.38 -1.29
H -0.290 0.595 -3.138 1.66 0.53 -1.94
O -1.016 0.226 -3.664 -6.17 -4.21 -7.99
H -0.790 0.121 4.394 -0.09 -0.44 -0.15
H -0.978 1.462 3.739 0.54 -0.10 0.12
O -0.391 0.678 3.721 -0.22 0.50 0.24
H 2.226 1.984 3.552 0.57 0.44 0.01
H 1.491 0.910 4.223 0.22 0.03 0.33
O 2.383 1.307 4.229 -0.60 -0.21 -0.15
H -1.830 -2.313 3.789 0.10 0.01 0.34
H -2.233 -2.170 2.405 0.02 0.14 -0.34
O -2.124 -1.619 3.192 -0.09 -0.30 -0.01
H 3.329 2.961 1.644 -0.14 0.09 0.06
H 1.905 2.498 1.443 -0.10 0.23 -0.32
O 2.447 3.032 2.029 0.13 -0.03 0.34
H 1.480 -1.179 1.378 0.03 -0.34 0.15
H 0.099 -0.853 1.787 -0.61 -0.22 0.22
O 0.577 -1.547 1.317 0.51 0.31 -0.13
H 2.428 1.497 -0.587 -0.01 -0.56 -0.05
H 3.255 2.642 -1.044 -0.01 0.35 -0.11
O 2.362 2.451 -0.739 0.14 -0.14 -0.10
H -1.286 -4.608 1.124 -0.47 0.18 0.31
H -0.302 -3.549 1.378 -0.34 0.43 0.66
O -1.089 -3.940 1.795 0.74 -0.59 0.17
H 3.165 -0.051 2.927 -0.63 -0.21 0.75
H 2.194 -1.276 3.256 0.04 0.39 0.53
O 2.848 -0.925 2.653 0.73 -0.37 -1.28
H -2.500 -0.790 -2.865 -0.35 -0.18 -0.18
H -2.462 -1.702 -1.707 -0.14 -0.48 0.60
O -3.076 -1.097 -2.133 0.24 -0.08 -0.68
```
Forces are in eV/Å.

Computed properties:
orbital gap = 8.743 eV
maximum force = 10.9 eV/A
charge = 0
calculated total energy = -37475.928 eV

***

Entry 2:
DFT (ωB97M-V/def2-TZVPD) results for a structure of composition C42H56BMnN6 in a non-equilibrium geometry.

Geometry as XYZ:
```
106
Properties=species:S:1:pos:R:3:forces:R:3
Mn 0.049 0.196 0.236 -0.66 0.12 -0.03
C -2.690 -2.666 0.605 -1.77 -1.65 0.15
C -3.208 -1.445 1.383 1.51 0.40 0.50
C -4.660 -1.619 1.805 -0.67 2.02 -0.05
C -3.029 -0.211 0.526 -0.78 -0.37 -0.28
C -3.971 0.826 0.337 0.72 0.47 -0.55
C -3.463 1.534 -0.771 0.25 -0.26 0.00
C -3.994 2.803 -1.386 -1.08 0.00 1.51
C -3.473 4.070 -0.621 -0.42 -0.69 0.14
C -3.777 2.895 -2.851 0.10 1.72 -1.65
N -2.354 0.903 -1.255 0.38 -0.59 1.74
N -2.035 -0.160 -0.355 -1.03 1.19 -1.49
B -1.179 1.332 -2.249 -0.27 -0.18 0.38
N -0.311 2.370 -1.477 1.72 1.29 1.40
N -0.127 2.212 -0.118 0.36 1.10 0.59
C 0.802 3.113 0.341 -0.82 -0.16 -2.51
C 1.279 3.825 -0.776 -0.52 -0.55 -0.61
C 0.547 3.352 -1.878 -0.87 0.42 0.12
C 0.386 3.990 -3.228 0.16 0.14 -0.71
C -0.017 5.481 -3.175 0.17 -0.73 0.87
C 1.687 3.840 -4.053 0.56 -1.18 1.16
C 1.022 3.489 1.762 0.39 1.03 0.83
C 2.544 3.451 2.216 -1.61 0.80 -0.38
C 0.041 2.701 2.628 -0.13 0.82 0.95
N -0.257 0.074 -2.508 1.32 -2.37 0.45
N 0.755 -0.302 -1.606 0.40 0.88 -0.82
C 1.338 -1.455 -2.000 -0.73 1.87 -0.51
C 0.709 -1.900 -3.146 -1.26 0.77 -1.06
C -0.328 -0.946 -3.394 -1.40 -1.23 0.79
C -1.659 -1.210 -4.124 2.35 -1.01 -1.86
C -1.483 -0.575 -5.528 -0.61 -0.24 0.10
C -1.933 -2.811 -4.150 0.77 2.36 1.23
C 2.616 -1.943 -1.422 0.44 -0.92 1.09
C 3.368 -0.895 -0.647 1.24 0.64 0.84
C 3.483 -2.437 -2.570 0.23 -0.61 -0.79
H -2.762 -3.564 1.310 0.43 1.03 -0.92
H -3.470 -2.906 -0.219 1.44 0.45 0.93
H -1.674 -2.559 0.196 -0.51 -0.04 0.25
H -2.519 -1.304 2.276 -0.89 -0.26 -0.72
H -5.373 -1.729 0.984 0.41 -0.43 -0.39
H -4.817 -2.402 2.502 0.04 -0.89 0.63
H -5.071 -0.687 2.268 0.62 -0.62 0.10
H -4.860 1.035 0.963 0.77 -0.09 -0.82
H -5.080 2.772 -1.148 0.41 0.01 -0.33
H -2.374 4.098 -0.578 -0.33 0.18 -0.23
H -3.933 5.009 -0.984 0.46 -0.46 -0.21
H -3.839 3.956 0.400 0.23 0.08 0.16
H -2.741 3.254 -2.990 -0.62 -0.23 -0.32
H -3.954 2.011 -3.476 0.16 -0.05 0.53
H -4.425 3.693 -3.288 0.34 -0.43 0.39
H -1.616 1.852 -3.262 0.60 -0.88 0.36
H 2.040 4.599 -0.779 -0.31 -0.04 -0.04
H -0.440 3.498 -3.765 0.37 -0.12 0.28
H 0.839 6.051 -2.832 0.22 0.35 -0.18
H -0.312 5.756 -4.185 -0.09 0.39 0.13
H -0.800 5.666 -2.424 -0.09 -0.10 -0.49
H 2.533 3.685 -3.316 -0.74 0.14 -0.93
H 1.612 2.918 -4.669 0.32 0.71 0.17
H 1.934 4.724 -4.626 -0.14 0.04 -0.41
H 0.845 4.600 1.831 -0.51 -0.95 -0.24
H 2.843 2.429 2.184 0.69 -0.70 0.27
H 3.105 4.060 1.490 0.03 -0.36 0.22
H 2.662 3.934 3.214 -0.13 -0.64 -0.62
H 0.354 1.680 2.633 0.26 -0.91 0.23
H 0.070 3.074 3.682 -0.18 -0.30 -0.78
H -1.004 2.672 2.240 0.76 0.45 0.26
H 1.012 -2.735 -3.788 -0.50 0.40 0.48
H -2.489 -0.662 -3.715 -0.15 -0.09 0.90
H -0.906 -1.183 -6.214 0.42 -0.10 0.01
H -2.458 -0.484 -5.959 -0.78 0.04 -0.59
H -1.093 0.448 -5.494 0.18 -0.27 0.21
H -1.247 -3.370 -4.766 0.36 0.15 -0.36
H -1.786 -3.156 -3.113 -0.31 0.00 -0.40
H -2.926 -2.994 -4.477 -0.97 -0.23 -0.26
H 2.399 -2.767 -0.693 0.12 0.39 -0.65
H 3.494 0.039 -1.203 -0.77 0.24 0.08
H 2.942 -0.750 0.375 0.34 0.18 -0.83
H 4.447 -1.162 -0.578 -0.69 -0.46 0.44
H 3.532 -1.638 -3.322 -0.05 -0.25 -0.04
H 4.535 -2.693 -2.342 -0.64 0.12 0.44
H 3.031 -3.336 -3.023 0.24 0.36 -0.07
C 0.591 -0.779 1.726 1.45 -1.68 3.09
C 1.157 -1.450 2.632 -1.33 0.93 -2.29
C 1.742 -2.355 3.479 0.98 0.77 1.81
C 2.221 -1.851 4.746 0.12 -2.42 0.84
C 2.505 -2.757 5.837 -0.32 1.65 -0.55
C 3.014 -2.246 7.013 0.04 -0.43 0.81
C 3.170 -0.866 7.241 -0.07 0.06 -0.78
C 2.805 0.006 6.194 0.74 -0.30 1.11
C 2.387 -0.509 4.989 0.23 1.32 -0.75
C 1.810 -3.741 3.168 0.32 0.08 -1.20
C 2.803 -4.641 3.637 0.56 -1.34 -0.01
C 2.677 -6.013 3.341 -1.93 0.00 -0.39
C 1.562 -6.437 2.526 2.34 -0.73 0.37
C 0.780 -5.506 1.890 -0.28 -0.05 0.11
C 0.895 -4.168 2.191 -1.44 0.35 0.53
H 2.256 -3.794 5.707 0.20 -0.13 0.28
H 3.273 -2.969 7.809 -0.13 0.51 -0.33
H 3.646 -0.490 8.146 -0.29 -0.09 -0.10
H 2.947 1.081 6.340 -0.09 -0.27 -0.19
H 2.278 0.104 4.095 -0.26 0.38 0.41
H 3.686 -4.291 4.218 -0.99 -0.25 -0.44
H 3.253 -6.838 3.793 0.19 0.86 -0.26
H 1.477 -7.500 2.239 -0.01 0.55 0.38
H 0.031 -5.895 1.228 -0.44 0.17 -0.38
H 0.096 -3.410 1.942 1.12 -1.07 -0.27
```
Forces are in eV/Å.

Computed properties:
orbital gap (spin up / spin down) = 4.029 / 4.346 eV
⟨S²⟩ = 8.7866
maximum force = 3.8 eV/A
charge = -1
spin multiplicity = 6
calculated total energy = -85400.636 eV

***

Entry 3:
DFT (ωB97M-V/def2-TZVPD) results for the molecule C4H9N in a non-equilibrium geometry.

Geometry as XYZ:
```
14
Properties=species:S:1:pos:R:3:forces:R:3
C -1.192 -0.127 0.069 -1.31 0.58 0.40
C -0.277 1.151 -0.284 -0.03 0.49 0.00
C 1.060 0.593 0.377 0.02 1.61 1.47
C -0.099 -1.290 0.001 -1.22 -0.92 -0.07
H -2.122 -0.260 -0.670 2.11 0.20 1.70
H -1.638 -0.081 1.257 1.22 0.19 -3.51
H -0.715 2.207 0.111 1.18 -2.61 -0.94
H 0.021 1.233 -1.460 -1.22 -0.13 2.67
H 0.878 0.385 1.509 0.45 0.82 -1.74
H 1.962 1.260 0.208 -1.06 -0.78 0.38
H 1.370 -0.462 -1.213 -0.08 -0.78 0.22
H -0.405 -2.138 -0.676 0.63 1.10 0.23
H -0.093 -1.762 0.991 0.24 0.12 -0.12
N 1.249 -0.709 -0.222 -0.90 0.13 -0.69
```
Forces are in eV/Å.

Computed properties:
orbital gap = 10.455 eV
SMILES = C1CCNC1
maximum force = 3.7 eV/A
charge = 0
calculated total energy = -5782.237 eV